i:
6
Properties=species:S:1:pos:R:3:lowdin_charge:R:1 method="wB97M-V/def2-TZVPD" e_lumo_ev="-0.386 / -0.702"
N -0.539 -1.407 0.079 0.050
H -1.956 0.297 -0.233 0.097
N 2.026 -0.057 -0.032 0.124
H 0.088 0.582 0.081 0.057
O 1.387 0.897 0.109 -0.077
C -1.006 -0.312 -0.004 -0.250

***

ii:
6
Properties=species:S:1:pos:R:3:lowdin_charge:R:1 method="wB97M-V/def2-TZVPD" e_lumo_ev="0.797 / 0.708"
H 1.653 -0.932 0.021 0.058
N 0.309 0.755 -0.070 0.084
C 1.060 -0.073 -0.043 -0.019
N -2.883 -0.537 -0.050 -0.011
O -2.552 0.677 -0.026 -0.148
H -1.603 0.662 0.330 0.037

***

ii takes first place; second place is 0.0293 hartree up.